# 1
{
  "formula": "C5H8ClN2",
  "method": "ωB97M-V/def2-TZVPD",
  "symbols": ["C", "C", "C", "C", "C", "N", "N", "Cl", "H", "H", "H", "H", "H", "H", "H", "H"],
  "positions_angstrom": [[-0.259444, 0.965165, -0.054372], [-1.283502, 0.013488, -0.008680], [1.510739, -0.330205, 0.855361], [1.940244, 1.766916, -0.284284], [-2.019843, -2.258951, 0.028724], [0.995410, 0.681259, 0.082122], [-1.092680, -1.214227, -0.156501], [3.018348, -0.874715, 0.577729], [-0.469889, 2.038100, -0.238877], [-2.372182, 0.447342, 0.040816], [2.556842, 2.160682, 0.562946], [2.649079, 1.485815, -1.030671], [1.335690, 2.626042, -0.617219], [-2.749670, -1.930407, 0.693361], [-2.316049, -2.502888, -1.064638], [-1.443096, -3.073420, 0.614177]],
  "atomic_forces_ev_per_a": [[-0.4, 1.5, -0.8], [-4.1, 1.1, 0.1], [-1.6, -1.3, 1.0], [0.3, 2.1, 0.9], [1.6, -1.3, -1.0], [2.2, 1.0, 0.1], [3.1, -0.5, 0.0], [0.6, 0.1, -0.6], [-0.1, -1.0, 0.0], [1.8, -0.6, 0.3], [-0.8, -0.8, -0.3], [0.1, -0.6, -0.7], [0.5, -0.5, -0.1], [-2.2, 0.3, 0.6], [0.1, -0.3, 2.1], [-0.9, 0.8, -1.6]],
  "e_above_lowest_ev": 5.426,
  "total_energy_ha": -764.579468,
  "total_charge": 1,
  "homo_ev": [-13.44, -13.43],
  "molar_mass_g_mol": 131.59,
  "lumo_ev": [-6.475, -6.476]
}

# 2
{
  "formula": "C5H8ClN2O2S",
  "method": "ωB97M-V/def2-TZVPD",
  "symbols": ["C", "C", "C", "C", "C", "N", "N", "O", "O", "S", "Cl", "H", "H", "H", "H", "H", "H", "H", "H"],
  "positions_angstrom": [[0.387510, 1.762680, -0.317906], [-2.148364, 0.975425, -3.053480], [-1.204885, 0.116961, 0.738019], [-1.422471, 1.384799, 1.529158], [0.227541, -0.599272, -1.245019], [-2.707082, 0.126561, -2.385450], [0.130048, 0.253726, -0.006379], [-1.342410, 1.715836, -3.424348], [1.295506, 2.074163, -0.993811], [-0.882586, 2.753420, 0.364348], [-4.280129, -0.586687, -2.397173], [-1.069875, -0.797569, 1.267304], [-1.964057, 0.101453, -0.072942], [-2.452080, 1.440166, 1.630779], [-0.965946, 1.349993, 2.502782], [0.771898, -1.571043, -1.229717], [-0.809491, -0.707845, -1.540628], [0.769997, -0.034565, -1.940356], [0.864569, 0.089277, 0.827376]],
  "atomic_forces_ev_per_a": [[-0.7, 0.1, -0.3], [0.2, -0.1, 0.5], [0.7, 0.9, -2.2], [1.4, -0.2, -1.1], [0.0, -0.8, 0.6], [-1.5, -1.0, 0.3], [1.5, -0.2, 3.2], [0.0, 0.4, -0.6], [0.2, -0.2, -0.1], [0.1, -1.0, 1.1], [1.2, 0.8, -0.3], [-0.6, -0.6, 0.6], [0.4, -0.5, 0.7], [-2.0, 0.6, 0.5], [0.5, 0.5, 0.2], [-0.6, 0.7, 1.0], [0.2, -0.3, -0.3], [0.6, 1.0, -1.1], [-1.4, 0.0, -2.7]],
  "e_above_lowest_ev": 0.000,
  "total_energy_ha": -1313.362243,
  "total_charge": 1,
  "homo_ev": -13.99,
  "molar_mass_g_mol": 195.65,
  "lumo_ev": -3.684
}

# 3
{
  "formula": "C5H8ClN2O3W",
  "method": "ωB97M-V/def2-TZVPD",
  "symbols": ["W", "N", "C", "C", "O", "N", "C", "C", "O", "O", "H", "H", "H", "H", "H", "H", "Cl", "C", "H", "H"],
  "positions_angstrom": [[-0.868097, -1.004619, 0.447921], [-0.283092, -1.448502, -1.590641], [0.971645, -0.551546, -1.664334], [0.944654, 0.393965, -0.457783], [0.894988, -0.365656, 0.737098], [0.805654, 1.633792, -0.600072], [0.888714, 2.563844, 0.515940], [0.097872, 3.777598, 0.177651], [-0.455126, 4.705681, -0.056774], [-2.080471, 0.121446, 0.634590], [-0.057155, -2.422054, -1.818210], [-0.954569, -1.149488, -2.309068], [0.995606, 0.028842, -2.584110], [1.840311, -1.208580, -1.599567], [1.923918, 2.928924, 0.602744], [0.576089, 2.227089, 1.512649], [-1.874257, -3.159526, 0.687797], [-1.160161, -2.266181, 2.084464], [-0.288827, -2.808092, 2.459974], [-1.917697, -1.996935, 2.819729]],
  "atomic_forces_ev_per_a": [[0.0, -0.3, 1.1], [0.0, 0.3, 0.2], [0.1, 0.3, -0.1], [-0.2, -0.2, -0.9], [-0.7, 0.4, -0.1], [0.5, 0.1, 0.5], [-0.1, -0.1, -0.2], [0.3, 0.0, 0.0], [0.0, 0.0, 0.0], [0.5, -0.3, -0.4], [0.1, 0.0, 0.0], [0.0, 0.0, 0.0], [-0.1, -0.2, -0.1], [0.1, 0.1, 0.0], [0.1, 0.1, 0.0], [-0.1, 0.0, 0.0], [0.0, 0.0, 0.0], [-0.2, -0.3, 0.0], [0.0, 0.1, 0.0], [0.0, 0.0, 0.0]],
  "total_energy_ha": -1056.589903,
  "total_charge": 3,
  "homo_ev": -23.35,
  "molar_mass_g_mol": 363.42,
  "lumo_ev": -14.857
}

# 4
{
  "formula": "C5H8ClNO",
  "method": "ωB97M-V/def2-TZVPD",
  "symbols": ["C", "N", "C", "C", "C", "O", "C", "Cl", "H", "H", "H", "H", "H", "H", "H", "H"],
  "positions_angstrom": [[2.990111, -0.258214, 0.021533], [1.940302, -1.168987, -0.315008], [0.644828, -1.080358, 0.003703], [-0.055332, -0.000536, 0.503036], [0.306969, 1.433288, 0.368324], [1.119466, 1.879595, -0.514062], [-1.467495, -0.295715, 0.894430], [-2.668912, -0.161605, -0.475431], [2.772213, 0.667425, -0.547206], [3.044029, -0.011552, 1.103863], [3.929991, -0.675794, -0.249503], [2.266057, -2.075714, -0.484810], [0.084747, -1.981540, -0.173440], [-0.243422, 2.133668, 1.074699], [-1.664734, -1.322663, 1.294657], [-1.869711, 0.368814, 1.635461]],
  "atomic_forces_ev_per_a": [[-0.7, 1.8, 0.2], [-0.5, 0.0, 0.5], [0.1, 1.3, 0.2], [-0.1, 0.3, -0.4], [1.9, 0.4, -2.2], [-2.7, -1.2, 3.1], [-0.5, -1.0, 0.3], [0.1, 0.1, -0.1], [0.6, -0.3, 0.5], [-0.3, -0.1, -0.5], [0.7, -0.4, -0.4], [0.2, -1.3, -0.4], [-0.1, -0.4, 0.1], [0.5, -0.5, -0.8], [0.6, 0.8, -0.4], [0.1, 0.5, 0.3]],
  "e_above_lowest_ev": 1.663,
  "smiles": "CN/C=C(\\C=O)CCl",
  "total_energy_ha": -785.466902,
  "homo_ev": -8.59,
  "molar_mass_g_mol": 133.58,
  "lumo_ev": 0.414
}

# 5
{
  "formula": "C5H8ClNO2",
  "method": "ωB97M-V/def2-TZVPD",
  "symbols": ["C", "C", "C", "C", "C", "N", "O", "O", "Cl", "H", "H", "H", "H", "H", "H", "H", "H"],
  "positions_angstrom": [[-1.222518, -0.037614, -0.391524], [0.629171, -0.641229, 1.141534], [1.632924, -0.711987, 0.102596], [-2.716643, 0.271960, -0.134256], [2.204939, 0.491414, -0.603071], [-0.712304, -0.339272, -1.437762], [-0.616578, 0.135061, 0.932183], [2.242138, -1.872813, 0.016337], [4.012326, 0.602552, -0.127020], [0.216536, -1.685448, 1.469821], [0.959804, -0.096427, 2.091184], [-3.279516, 0.603760, -1.034684], [-2.844890, 1.081893, 0.597683], [-3.165422, -0.708110, 0.204174], [1.782718, 1.477225, -0.445481], [2.240889, 0.340953, -1.755041], [3.135221, -1.844499, -0.248418]],
  "atomic_forces_ev_per_a": [[-2.0, 1.6, 4.0], [-2.9, -0.3, 2.8], [-0.6, 2.1, -1.3], [-0.5, -0.6, -0.7], [0.8, -1.2, -1.9], [2.0, -0.9, -1.6], [1.1, -0.8, -2.1], [-1.6, -1.2, 0.6], [-0.4, 0.1, -0.1], [1.4, 1.6, -0.7], [0.1, -0.8, -1.1], [0.7, -0.5, 0.4], [0.3, -0.6, 0.0], [0.3, 1.2, -0.1], [-0.3, -0.3, 0.5], [-0.1, 0.0, 2.1], [1.8, 0.5, -0.8]],
  "e_above_lowest_ev": 3.969,
  "total_energy_ha": -860.606002,
  "homo_ev": [-9.61, -7.68],
  "molar_mass_g_mol": 149.58,
  "lumo_ev": [-0.090, -0.874]
}

# 6
{
  "formula": "C5H8ClNO2S",
  "method": "ωB97M-V/def2-TZVPD",
  "symbols": ["C", "C", "C", "C", "C", "N", "O", "O", "S", "Cl", "H", "H", "H", "H", "H", "H", "H", "H"],
  "positions_angstrom": [[0.541961, -0.316313, 0.531538], [0.780499, 0.498332, -0.852614], [-0.112142, 0.227184, -1.996469], [0.678784, 2.000299, -0.225695], [-0.802174, -1.541452, 2.023829], [-0.682368, -0.486627, 1.107388], [1.544188, -0.644305, 1.105524], [-1.570277, -1.939182, -0.989301], [-1.600499, -0.517439, -0.744105], [0.642164, -0.861523, -3.208908], [1.810970, 0.446560, -1.058020], [-0.543758, 1.108890, -2.533391], [0.845145, 2.066396, 0.875377], [-0.315495, 2.369815, -0.438251], [1.417430, 2.713214, -0.667434], [0.072732, -2.108903, 2.287973], [-1.015474, -0.891582, 2.861706], [-1.691686, -2.123365, 1.920853]],
  "atomic_forces_ev_per_a": [[2.2, 0.5, -1.0], [-0.1, 2.3, 3.9], [-1.1, 0.0, 0.7], [0.3, 0.0, -0.6], [-1.0, 0.6, 2.2], [-0.4, 2.1, -6.2], [1.1, -0.5, 0.5], [-0.6, -1.2, -0.6], [0.4, -0.2, 0.5], [-1.0, 0.3, 1.0], [1.2, -0.8, -0.4], [0.3, -0.8, 0.6], [-0.2, -0.5, -0.9], [-0.3, 0.4, 0.1], [-0.6, -0.7, 0.0], [0.4, -0.3, -0.7], [-0.1, -0.6, 1.3], [-0.5, -0.6, -0.6]],
  "e_above_lowest_ev": 1.453,
  "total_energy_ha": -1258.807016,
  "homo_ev": -9.44,
  "molar_mass_g_mol": 181.64,
  "lumo_ev": -0.666
}

# 7
{
  "formula": "C5H8ClNO2S",
  "method": "ωB97M-V/def2-TZVPD",
  "symbols": ["C", "C", "N", "C", "Cl", "C", "S", "C", "O", "O", "H", "H", "H", "H", "H", "H", "H", "H"],
  "positions_angstrom": [[-1.441875, -2.220407, -0.659741], [-1.603536, -1.104412, 0.258679], [-2.257190, -0.422875, 1.128255], [-1.476907, 0.336060, 0.092423], [-2.475666, 1.243310, -1.040070], [-0.312699, 1.073272, 0.748688], [1.111105, 0.449605, -0.278937], [2.643597, 1.286252, 0.348218], [1.007769, -0.940590, 0.020157], [0.815230, 0.846489, -1.633853], [-0.815077, -1.844323, -1.453209], [-2.378813, -2.733318, -0.839567], [-0.734002, -2.990643, -0.147328], [-0.249924, 0.723522, 1.687467], [-0.351921, 2.206884, 0.702310], [2.792778, 0.755621, 1.259971], [3.289001, 0.981900, -0.415670], [2.438127, 2.353645, 0.222213]],
  "atomic_forces_ev_per_a": [[2.0, -2.3, 2.2], [-1.7, 2.8, -0.2], [0.7, -1.7, -1.1], [-0.1, 0.5, 2.0], [0.2, -0.1, -0.1], [0.5, 2.4, -4.8], [-2.3, 2.3, 0.7], [-2.8, -0.8, -1.3], [1.6, -1.6, 0.4], [0.8, 0.2, 0.1], [-0.5, -0.1, -0.7], [0.0, 0.1, -0.5], [-1.3, 1.1, -0.8], [0.6, -1.1, 3.4], [-0.2, -1.4, 0.0], [0.5, 0.5, 1.0], [1.6, -0.4, -0.9], [0.2, -0.3, 0.8]],
  "e_above_lowest_ev": 1.119,
  "smiles": "CC1=N[C@@]1(Cl)CS(C)(=O)=O",
  "total_energy_ha": -1258.819267,
  "homo_ev": -9.48,
  "molar_mass_g_mol": 181.64,
  "lumo_ev": 0.430
}

# 8
{
  "formula": "C5H8ClNS",
  "method": "ωB97M-V/def2-TZVPD",
  "symbols": ["S", "C", "C", "N", "C", "C", "Cl", "C", "H", "H", "H", "H", "H", "H", "H", "H"],
  "positions_angstrom": [[2.449926, -0.553251, -0.134061], [0.506309, -0.572323, -0.588135], [0.016347, 0.815046, -1.264213], [-0.374994, 1.542597, 0.028617], [-0.538494, 0.493232, 1.131379], [-0.632425, -0.721830, 0.497280], [-2.232526, -0.763409, -0.338691], [0.020036, -1.864584, 0.062491], [2.317461, 0.779653, 0.685761], [1.036514, 1.358523, -1.687308], [-0.821699, 0.793788, -1.885173], [-1.197838, 1.983138, 0.070954], [0.361444, 0.400456, 1.597442], [-1.228180, 1.091884, 1.848126], [-0.577397, -2.674471, -0.531209], [0.895515, -2.108452, 0.506734]],
  "atomic_forces_ev_per_a": [[-2.9, 3.9, 1.5], [1.2, 1.2, -1.5], [4.0, 0.6, 2.5], [4.1, -3.1, 0.4], [-0.6, 5.9, 2.0], [-2.9, -0.7, -1.7], [-0.9, 0.0, -0.4], [-1.2, -3.4, -3.8], [0.6, -2.8, -1.8], [-3.0, -1.5, 0.7], [-0.8, -0.3, -1.5], [-3.8, 2.3, -1.1], [2.7, 0.4, 2.0], [0.4, -2.0, -0.8], [1.2, 1.5, 1.6], [1.9, -1.8, 1.8]],
  "e_above_lowest_ev": 6.055,
  "smiles": "S[C@]12CNC[C@]1(Cl)C2",
  "total_energy_ha": -1108.216590,
  "homo_ev": -8.79,
  "molar_mass_g_mol": 149.65,
  "lumo_ev": 0.460
}